No. 1
A molecular structure, C18H24O18 in a non-equilibrium geometry, computed with the ωB97M-V functional and the def2-TZVPD basis.

```
! wB97M-V def2-TZVPD RIJCOSX def2/J DEFGRID3
* xyz 0 1
C -3.87968 1.67628 -1.83771
C -3.40215 3.14793 -1.94889
O -2.02827 3.19550 -1.75311
C -1.60234 1.90167 -1.68152
O -0.40698 1.59760 -1.41573
O -2.65193 1.03034 -1.73769
H -4.32203 1.58077 -2.82932
H -4.53360 1.36264 -1.02400
H -3.71598 3.65792 -1.03811
H -3.69520 3.52372 -2.92920
C 0.52384 -3.12212 0.87309
C 1.56036 -2.12014 0.49104
O 2.68218 -2.26819 1.50239
C 2.50254 -3.40415 2.04723
O 3.23860 -4.02919 2.85669
O 1.35884 -3.88825 1.64289
H 0.00536 -3.64903 0.07207
H -0.21392 -2.53264 1.41742
H 0.87279 -1.27483 0.46257
H 1.91771 -2.19879 -0.53570
C 0.03678 2.34127 1.82905
C 0.24107 2.15049 0.31381
O 0.27784 0.79709 0.14737
C -0.03709 0.04401 1.27424
O -0.24764 -1.10855 1.26930
O -0.19854 0.97058 2.30459
H -0.89307 2.90636 1.89347
H 0.87615 2.93962 2.18336
H 1.07219 2.72011 -0.10200
H -0.74242 2.42307 -0.06902
C 2.17045 1.05020 -3.38482
C 3.13799 2.04806 -3.81021
O 3.30566 2.72692 -2.57792
C 2.33501 2.42315 -1.67487
O 2.28790 2.83238 -0.49034
O 1.58873 1.41023 -2.18568
H 2.56853 0.04126 -3.49280
H 1.32004 1.11783 -4.06330
H 2.73962 2.72126 -4.56929
H 4.01502 1.47211 -4.10556
C 0.15474 -0.42494 -1.99520
C -1.21891 -0.62132 -1.42668
O -1.24053 -2.01798 -1.12188
C -0.30369 -2.61369 -1.78891
O -0.03970 -3.81246 -1.69403
O 0.46670 -1.65609 -2.37546
H 0.66219 0.08511 -1.17640
H 0.07102 0.35040 -2.75674
H -1.97310 -0.47836 -2.20055
H -1.49357 -0.22483 -0.44921
C -0.25153 -2.59588 4.50171
C -0.65886 -1.63650 3.39031
O -0.96999 -0.47172 4.01108
C -0.65034 -0.54758 5.34324
O -0.60029 0.43805 6.04948
O -0.19205 -1.72697 5.69049
H 0.58633 -3.25475 4.27369
H -1.02030 -3.32347 4.76191
H -1.52686 -2.15875 2.98788
H 0.13417 -1.52266 2.65123
*
```

**E_HOMO**: -9.46 eV

No. 2
A molecular structure, C5H12CdNO2S in a non-equilibrium geometry, computed with the ωB97M-V functional and the def2-TZVPD basis.

```
! wB97M-V def2-TZVPD RIJCOSX def2/J DEFGRID3
* xyz -1 1
Cd 1.38408 0.25967 -0.54671
N -1.50607 -0.81391 -3.02903
C -0.59706 -0.61927 -2.06444
O -0.08053 0.70598 -1.89072
C -0.24132 -1.79177 -1.12276
C 1.46368 -1.87136 -0.67747
H -1.73844 -0.04065 -3.65043
H -1.97453 -1.70676 -3.15790
H -0.65549 -2.76480 -1.45770
H -0.70792 -1.54035 -0.15266
H 1.76793 -2.09478 -1.78068
H 1.50174 -2.58520 0.01574
O 2.94427 0.99694 -0.99503
C 0.48170 1.44160 3.47658
S 0.76376 0.98742 1.74443
C -0.78762 1.61546 1.05750
H -0.40774 0.93829 3.86500
H 0.36345 2.52346 3.57246
H 1.34294 1.13243 4.07111
H -0.86868 2.69236 1.22320
H -1.64043 1.10716 1.51528
H -0.80772 1.42808 -0.01576
*
```

**E_HOMO**: -1.07 eV

No. 3
2 unconnected molecules or ions with the total composition C2H4BrP in a non-equilibrium geometry, computed with the ωB97M-V functional and the def2-TZVPD basis.

```
! wB97M-V def2-TZVPD RIJCOSX def2/J DEFGRID3
* xyz 0 1
C 0.49900 0.30171 0.63417
C -0.11925 0.00698 -0.57167
P 0.46076 -1.47321 0.10688
Br -3.22406 0.32412 -0.30623
H 1.14306 1.18482 0.55124
H 0.00086 0.50808 1.68326
H -0.42913 0.41084 -1.51519
H 1.66876 -1.26334 -0.58246
*
```

**E_HOMO (alpha / beta)**: -9.42 / -8.48 eV

No. 4
C5H8O in the gas phase in a non-equilibrium geometry, computed with the ωB97M-V functional and the def2-TZVPD basis.

```
! wB97M-V def2-TZVPD RIJCOSX def2/J DEFGRID3
* xyz 0 1
C 1.20343 0.41495 -0.86528
C 0.63181 0.29978 0.52066
C -0.76875 0.82253 0.80659
O -1.58402 0.45439 -0.31758
C -1.76322 -0.82124 -0.51037
C 0.70953 -0.91277 -0.36299
H 0.58579 0.89952 -1.62029
H 2.27060 0.57374 -0.98286
H 1.31592 0.36188 1.36873
H -0.81661 1.91000 0.88788
H -1.16591 0.35739 1.72023
H -0.27353 -1.26050 -0.99044
H -1.72326 -1.36660 0.46830
H 1.37819 -1.73306 -0.12258
*
```

**E_HOMO**: -8.36 eV

No. 5
C3H7NO2 in the gas phase in a non-equilibrium geometry, computed with the ωB97M-V functional and the def2-TZVPD basis.

```
! wB97M-V def2-TZVPD RIJCOSX def2/J DEFGRID3
* xyz 0 1
C 1.14886 0.71848 0.97662
N 1.13075 0.25258 -0.41318
C 0.17093 -0.81377 -0.69989
C -1.29812 -0.42372 -0.71546
O -2.15354 -0.78557 -1.46371
O -1.64555 0.07777 0.53175
H 0.97340 -0.09058 1.69559
H 0.35081 1.38645 1.32270
H 2.12173 1.17716 1.14121
H 0.91890 1.06027 -0.98724
H 0.48796 -1.65469 -0.08384
H 0.37994 -1.17280 -1.71956
H -2.58609 0.26841 0.41503
*
```

**E_HOMO**: -9.26 eV
**Structure (SMILES)**: CNCC(=O)O

No. 6
CH4NO3P in the gas phase in a non-equilibrium geometry, computed with the ωB97M-V functional and the def2-TZVPD basis.

```
! wB97M-V def2-TZVPD RIJCOSX def2/J DEFGRID3
* xyz 0 1
N 1.78300 0.04651 -0.21347
C 0.43165 0.78219 -0.37200
O -0.33976 0.90766 0.94635
P -1.11751 -0.09389 -0.02400
O -2.45638 0.24058 -0.38586
O -0.91525 -1.59813 0.31369
H 2.51595 0.63884 0.33015
H 1.58706 -0.87530 0.09529
H 0.44288 1.72688 -0.80844
H -1.93164 -1.77534 0.11828
*
```

**E_HOMO**: -10.20 eV
**Structure (SMILES)**: N[C@@H]1O[P@]1(=O)O

No. 7
2 unconnected molecules or ions with the total composition C4H11N2O in a non-equilibrium geometry, computed with the ωB97M-V functional and the def2-TZVPD basis.

```
! wB97M-V def2-TZVPD RIJCOSX def2/J DEFGRID3
* xyz 0 2
O 1.50568 1.03461 -0.24934
C 0.50479 0.42911 -0.60985
C -0.38188 -0.45504 0.09496
C -0.98021 -1.63687 -0.64403
C -2.35412 -1.26046 -1.26566
N -3.40064 -0.90513 -0.29711
N 4.44205 2.55706 2.43281
H 0.35120 0.56596 -1.70472
H -0.07210 -0.78906 1.08949
H -1.02783 -2.61528 -0.17146
H -0.19568 -1.86646 -1.38688
H -2.61799 -2.00767 -2.01268
H -2.19392 -0.33792 -1.82738
H -2.98971 -0.40575 0.47296
H -4.00542 -1.68606 -0.10550
H 4.57882 1.58175 2.66185
H 4.89647 2.74383 1.55363
H 3.46644 2.77376 2.42507
*
```

**Expectation value of S²**: 0.765
**E_HOMO (alpha / beta)**: -9.35 / -9.48 eV

No. 8
A molecular structure, C30H21F3N3NdO5PS2 in a non-equilibrium geometry, computed with the ωB97M-V functional and the def2-TZVPD basis.

```
! wB97M-V def2-TZVPD RIJCOSX def2/J DEFGRID3
* xyz 1 4
Nd -10.32434 2.48385 -12.85130
N -9.74505 3.55237 -17.20665
C -10.82070 4.48937 -17.19636
C -11.12119 5.59127 -18.03316
C -12.37682 6.17774 -17.76853
C -13.05282 6.04261 -16.56665
C -12.58216 5.08150 -15.60503
C -11.48860 4.31184 -15.97730
N -10.67611 3.49012 -15.14646
C -9.73776 2.90197 -16.02924
C -8.95290 1.73443 -15.75539
C -8.10229 1.03568 -16.56327
S -7.49448 -0.36007 -15.81138
C -8.41949 -0.01787 -14.35706
N -9.07233 1.10888 -14.48794
H -9.14832 3.30615 -18.02560
H -10.68673 5.65748 -19.01268
H -12.84532 6.85571 -18.53563
H -14.04631 6.55719 -16.40922
H -13.10361 4.86337 -14.63536
H -7.96368 1.27820 -17.63109
H -8.33860 -0.53522 -13.44181
O -11.18187 0.34346 -12.35130
C -12.34072 0.84688 -11.97076
O -12.59558 2.08446 -12.22879
C -13.38176 0.03179 -11.33860
C -13.21278 -1.36925 -11.38125
C -14.16567 -2.19036 -10.83461
C -15.49063 -1.71094 -10.65161
C -15.66001 -0.33436 -10.77141
C -14.59757 0.56468 -10.88716
P -14.94042 2.27520 -10.64989
C -15.79784 2.70192 -12.15980
C -16.65025 1.85953 -12.86167
C -17.09225 2.20467 -14.16197
C -16.73798 3.41195 -14.72788
C -15.83504 4.21968 -14.08124
C -15.40454 3.93402 -12.76719
C -16.23220 2.49668 -9.48736
C -17.07213 3.59047 -9.51989
C -17.75656 3.93105 -8.37210
C -17.58808 3.26656 -7.12944
C -16.75277 2.13504 -7.16351
C -16.13457 1.70227 -8.30079
H -12.27939 -1.78167 -11.71537
H -13.88936 -3.25668 -10.76079
H -16.36635 -2.36645 -10.57296
H -16.67503 0.08963 -10.63086
H -16.78639 0.80475 -12.54904
H -17.46682 1.43033 -14.86951
H -17.18819 3.59024 -15.69731
H -15.35853 5.01114 -14.59167
H -14.79149 4.64130 -12.22513
H -17.21953 4.07430 -10.52522
H -18.48180 4.77652 -8.43352
H -18.05669 3.64751 -6.19926
H -16.58471 1.65599 -6.20265
H -15.50010 0.84174 -8.32778
F -8.04630 5.78146 -11.76750
C -8.30833 5.40107 -10.50766
F -9.41322 5.92990 -10.02184
F -7.24162 5.74138 -9.74281
S -8.60690 3.53338 -10.61865
O -7.99719 2.90373 -9.47768
O -8.20886 3.05612 -11.98814
O -10.10177 3.48338 -10.68144
*
```

**Expectation value of S²**: 3.753
**E_HOMO (alpha / beta)**: -9.53 / -9.53 eV